# 1
Here is a cluster of 2 separate species, C3H9NO2 in total from OMol25. Energies are from the ωB97M-V functional and the def2-TZVPD basis.

```
15
Properties=species:S:1:pos:R:3:forces:R:3:nbo_charge:R:1
C 1.851 -1.730 -0.402 -0.39 0.20 0.09 -0.239
O 1.931 -0.578 -1.219 0.21 0.31 0.07 -0.727
H 1.634 -0.774 -2.112 -0.06 -0.06 0.14 0.474
H 0.967 -1.684 0.233 -0.26 -0.17 -0.09 0.148
H 2.672 -1.740 0.315 0.36 -0.15 -0.42 0.178
H 1.786 -2.626 -1.014 0.28 -0.27 0.23 0.171
C -1.396 -0.055 0.218 -0.42 0.18 0.14 -0.717
C -1.227 1.435 -0.012 0.11 -0.37 -0.48 0.680
O -1.315 1.975 -1.091 -0.27 0.11 -0.05 -0.595
N -1.013 2.131 1.144 0.18 0.57 0.81 -0.846
H -2.096 -0.131 1.054 0.38 -0.40 0.21 0.223
H -0.425 -0.494 0.414 -0.03 -0.02 0.41 0.226
H -1.012 3.138 1.133 0.14 -0.04 -0.50 0.398
H -0.519 1.754 1.939 -0.34 -0.38 -0.23 0.390
H -1.838 -0.621 -0.599 0.10 0.50 -0.34 0.236
```
Positions in Å, forces in eV/Å.

## Properties
total charge: 0
electronic energy: -8841.7894 eV
frontier orbital gap: 10.452 eV
ΔE to the lowest compared entry with this formula, charge and spin: 1.166 eV

# 2
Here is a structure of composition C22H34N4OPdS from OMol25. Energies are from the ωB97M-V functional and the def2-TZVPD basis.

```
63
Properties=species:S:1:pos:R:3:forces:R:3:nbo_charge:R:1
Pd -0.352 -0.224 -0.377 -0.34 0.34 -0.35 0.305
C -0.993 -2.338 2.844 -0.01 0.02 -0.03 -0.396
C -2.175 -1.535 2.296 0.11 0.02 -0.06 -0.218
N -2.248 -1.383 0.843 -0.07 -0.18 0.10 -0.650
C -2.740 -2.512 0.066 0.05 0.04 0.02 -0.224
C -1.647 -3.404 -0.515 0.09 0.08 0.05 -0.217
N -0.669 -2.690 -1.328 -0.15 -0.04 -0.06 -0.645
C 0.461 -3.553 -1.645 0.06 0.16 0.05 -0.203
C 1.496 -2.997 -2.624 -0.03 0.04 0.01 -0.421
C 1.950 -1.534 -2.484 -0.12 -0.03 0.08 -0.208
N 1.963 -1.021 -1.125 0.15 0.01 0.11 -0.656
C 2.819 -1.656 -0.135 -0.09 -0.02 -0.08 -0.220
C 2.317 -1.363 1.276 -0.13 0.04 -0.04 -0.216
N 0.909 -1.714 1.396 0.18 -0.12 0.14 -0.640
C 0.388 -1.693 2.757 -0.06 0.07 -0.15 -0.221
H -1.203 -2.501 3.904 -0.02 -0.04 0.01 0.214
H -0.961 -3.335 2.391 -0.01 0.01 0.03 0.184
H -3.098 -1.994 2.681 -0.03 -0.02 0.02 0.160
H -2.107 -0.526 2.707 -0.01 0.01 0.00 0.221
H -2.811 -0.571 0.638 0.05 0.02 -0.01 0.383
H -3.407 -3.153 0.661 -0.05 -0.01 0.00 0.175
H -3.334 -2.116 -0.761 -0.01 0.02 -0.02 0.198
H -1.097 -3.880 0.303 0.01 0.01 -0.02 0.181
H -2.131 -4.220 -1.072 -0.01 -0.06 0.00 0.171
H -1.096 -2.320 -2.172 -0.04 -0.07 -0.02 0.371
H 0.956 -3.787 -0.698 -0.02 0.01 0.01 0.172
H 0.122 -4.522 -2.040 0.01 -0.07 -0.04 0.172
H 2.364 -3.656 -2.550 0.00 -0.03 -0.01 0.207
H 1.125 -3.117 -3.646 0.02 0.01 0.00 0.210
H 2.926 -1.448 -2.985 0.03 0.00 -0.02 0.166
H 1.257 -0.891 -3.030 -0.01 0.01 0.00 0.210
H 2.127 -0.022 -1.143 0.00 -0.01 0.02 0.380
H 2.796 -2.737 -0.300 0.01 0.00 -0.01 0.182
H 3.871 -1.352 -0.212 0.06 -0.01 -0.01 0.178
H 2.949 -1.904 1.996 0.05 -0.03 0.03 0.166
H 2.426 -0.296 1.492 -0.02 0.02 0.02 0.198
H 0.770 -2.639 1.002 -0.05 0.02 -0.01 0.352
H 1.061 -2.222 3.448 0.04 -0.01 0.05 0.156
H 0.329 -0.651 3.084 0.00 0.02 -0.02 0.221
O -0.403 1.592 2.059 0.06 -0.04 -0.16 -0.996
S 0.521 1.970 0.943 0.10 0.57 0.15 1.274
C 0.639 3.780 1.108 -0.07 -0.04 0.03 -0.166
C 1.510 4.499 0.302 0.03 -0.01 -0.01 -0.252
C 1.583 5.878 0.431 0.00 0.00 0.00 -0.197
C 0.793 6.531 1.370 0.00 -0.04 0.00 -0.216
C -0.066 5.803 2.182 0.02 -0.03 -0.02 -0.204
C -0.143 4.421 2.055 0.00 0.05 -0.02 -0.240
C -0.370 1.879 -0.605 0.13 -0.64 0.27 -0.367
C -1.760 1.631 -0.560 0.12 -0.24 -0.13 -0.292
C -2.486 1.659 -1.769 0.03 0.08 -0.02 -0.222
C -1.853 1.901 -2.971 -0.06 -0.02 0.04 -0.242
C -0.466 2.101 -3.013 0.07 0.01 0.08 -0.263
C 0.278 2.065 -1.850 -0.06 0.11 -0.04 -0.185
H 2.134 3.991 -0.425 -0.02 0.00 0.03 0.211
H 2.259 6.442 -0.199 -0.02 0.00 0.02 0.211
H 0.853 7.607 1.470 0.00 0.00 0.00 0.213
H -0.676 6.310 2.919 0.01 -0.01 -0.02 0.213
H -0.799 3.827 2.679 0.01 0.00 -0.01 0.246
H -2.254 1.630 0.404 -0.03 0.02 0.01 0.244
H -3.560 1.514 -1.746 0.01 0.00 0.02 0.209
H -2.429 1.929 -3.887 0.01 0.01 0.01 0.209
H 0.032 2.274 -3.959 -0.01 -0.01 0.00 0.210
H 1.348 2.242 -1.880 0.00 -0.02 0.01 0.202
```
Positions in Å, forces in eV/Å.

## Properties
total charge: 0
electronic energy: -45686.8375 eV
frontier orbital gap: 7.026 eV

# 3
Here is a structure of composition C10H3CsN2O9 from OMol25. Energies are from the ωB97M-V functional and the def2-TZVPD basis.

```
25
Properties=species:S:1:pos:R:3:forces:R:3:lowdin_charge:R:1
Cs -0.411 -0.465 -1.494 -1.55 0.30 1.38 1.647
O 3.913 -2.553 -5.880 -0.24 0.15 0.27 0.029
C 3.116 -2.106 -5.061 -0.04 0.02 0.01 -0.307
C 3.345 -1.952 -3.579 0.02 -0.10 -0.12 -0.327
O 4.377 -2.256 -2.976 -0.30 0.11 -0.14 0.010
C 2.106 -1.387 -3.001 0.42 -0.14 -0.39 -0.395
C 1.137 -1.172 -4.067 0.36 -0.12 -0.39 -0.397
O -0.014 -0.685 -3.911 0.41 -0.18 -2.17 -0.359
C 1.721 -1.614 -5.352 0.06 -0.16 -0.04 -0.326
O 1.176 -1.606 -6.458 0.17 0.05 0.35 0.012
O 1.913 -1.122 -1.784 2.33 -0.63 -0.33 -0.376
O -3.895 1.580 4.076 -0.15 -0.14 -0.30 0.081
C -2.684 1.850 4.494 0.25 -0.23 -0.18 -0.535
O -2.459 2.380 5.567 -0.10 0.08 0.05 0.037
C -1.534 1.447 3.622 -0.19 0.01 0.04 -0.067
C -0.232 1.577 4.042 0.07 -0.03 -0.01 -0.042
N 0.542 1.102 3.053 0.24 -0.12 -0.15 -0.016
N -0.159 0.665 1.993 -0.20 0.21 0.31 0.112
C -1.429 0.871 2.323 0.27 -0.01 -0.12 -0.143
C -2.510 0.522 1.322 -0.16 0.20 0.42 -0.616
O -3.692 0.587 1.771 -0.27 -0.02 0.07 -0.016
O -2.141 0.225 0.186 -1.58 0.49 1.25 -0.343
H -3.893 1.122 3.121 0.42 0.19 0.13 0.062
H 0.161 1.968 4.963 0.02 0.02 0.06 0.123
H 1.548 1.019 3.032 -0.25 0.04 0.00 0.153
```
Positions in Å, forces in eV/Å.

## Properties
total charge: -2
electronic energy: -32376.4150 eV
frontier orbital gap (alpha / beta): 4.780 / 4.779 eV

# 4
Here is a structure of composition C13H14BrP from OMol25. Energies are from the ωB97M-V functional and the def2-TZVPD basis.

```
29
Properties=species:S:1:pos:R:3:forces:R:3:nbo_charge:R:1
C 2.603 1.248 0.986 1.02 -0.37 -0.47 -0.200
C 2.282 0.547 -1.307 0.40 -0.72 0.01 -0.201
C 3.882 0.745 0.987 1.89 -0.26 0.92 -0.237
C 3.548 -0.068 -1.270 -0.46 1.45 0.88 -0.243
C 1.809 1.156 -0.183 -0.43 0.81 1.97 -0.323
C 4.325 0.115 -0.155 0.96 -0.81 0.45 -0.035
C -3.957 0.829 -0.228 -2.28 0.23 0.74 -0.222
C -2.714 1.097 -0.170 5.58 -2.67 0.06 0.036
C -2.074 -1.677 -0.362 1.33 1.45 2.32 -0.373
C -3.023 -1.339 0.814 2.65 0.29 -1.86 -0.427
C -0.759 -0.824 -0.198 -1.97 -0.59 0.39 -0.469
C -3.199 0.159 0.947 -0.83 0.42 0.31 -0.292
C -0.956 0.561 -0.828 -1.72 2.77 1.62 -0.410
P 0.156 1.958 -0.169 -0.85 -0.83 1.76 0.583
Br 6.122 -0.651 0.023 -0.86 0.26 -0.55 0.012
H 2.403 1.683 1.934 -1.32 0.64 0.37 0.226
H 1.556 0.526 -2.113 0.64 -0.36 -0.53 0.217
H 4.679 0.767 1.834 -2.10 0.30 -1.21 0.239
H 4.039 -0.529 -2.049 0.35 -1.08 -1.96 0.228
H -4.954 0.992 -0.673 0.92 -0.37 0.12 0.232
H -1.749 -2.679 -0.435 -0.12 -1.38 0.27 0.202
H -2.511 -1.424 -1.250 -1.13 0.62 -2.53 0.192
H -3.960 -1.686 0.634 -2.85 -1.63 -0.55 0.198
H -2.604 -1.927 1.597 0.17 0.31 1.48 0.205
H -0.451 -0.938 0.889 -0.44 1.23 -1.03 0.224
H -0.010 -1.401 -0.667 1.17 -0.16 -1.11 0.230
H -3.404 0.353 2.026 0.29 1.10 -0.99 0.196
H -1.016 0.776 -1.928 -0.10 -1.13 0.94 0.237
H -0.063 1.634 1.312 0.11 0.50 -1.83 -0.024
```
Positions in Å, forces in eV/Å.

## Properties
total charge: 0
electronic energy: -93033.1019 eV
frontier orbital gap: 9.125 eV

# 5
Here is a structure of composition C43H27BrClN7O4S3V from OMol25. Energies are from the ωB97M-V functional and the def2-TZVPD basis.

```
87
Properties=species:S:1:pos:R:3:forces:R:3:mulliken_spin:R:1
V 0.242 -0.834 0.418 1.62 -1.56 -1.57 2.012
C 0.039 -2.391 4.491 -0.67 0.14 0.65 -0.037
C 0.500 -2.168 3.200 0.14 0.18 -0.63 0.081
N -0.243 -1.594 2.260 0.18 -0.68 1.47 -0.051
C -1.510 -1.245 2.574 -0.39 -0.06 0.78 0.068
C -2.050 -1.372 3.878 0.30 -0.02 -0.19 -0.031
C -1.225 -1.963 4.857 0.54 -0.16 -0.45 0.070
C -3.362 -0.922 4.106 -0.52 0.26 0.00 0.071
C -4.084 -0.350 3.077 0.14 -0.26 0.74 -0.039
C -3.587 -0.283 1.782 0.46 -0.06 -0.52 0.071
C -2.314 -0.792 1.493 -0.63 0.08 -0.39 -0.034
N -1.693 -0.951 0.296 -1.06 0.29 1.31 -0.125
C -2.276 -1.270 -0.870 -0.61 -0.55 -1.76 0.005
C -3.618 -1.583 -1.139 0.12 0.21 0.36 0.068
C -3.985 -2.071 -2.383 -0.13 -0.06 -0.22 -0.006
C -3.063 -2.258 -3.393 -0.02 0.04 0.05 0.023
C -1.706 -1.972 -3.170 -0.02 0.04 0.40 -0.052
C -0.689 -2.159 -4.132 -0.32 -0.08 -0.46 0.420
C 0.620 -1.932 -3.755 0.48 0.29 0.59 -0.079
C 0.912 -1.497 -2.472 1.06 -0.43 -1.22 0.234
N -0.022 -1.249 -1.540 -0.44 0.51 0.00 0.100
C -1.312 -1.487 -1.896 -1.43 -0.11 -0.21 0.040
H 0.684 -2.879 5.208 0.05 0.03 -0.01 -0.001
H 1.505 -2.464 2.913 -0.16 0.06 -0.05 0.009
H -1.586 -2.084 5.870 -0.04 -0.03 0.05 0.004
H -3.795 -1.032 5.090 -0.01 0.04 0.09 0.003
H -5.077 0.032 3.279 -0.03 0.00 0.00 -0.002
H -4.189 0.173 1.009 0.07 -0.10 -0.13 0.008
H -4.366 -1.509 -0.365 -0.01 0.05 0.06 0.019
H -5.023 -2.327 -2.558 -0.06 0.00 0.01 0.004
H -3.364 -2.648 -4.356 -0.04 -0.04 -0.08 -0.008
H -0.943 -2.491 -5.131 -0.03 -0.08 -0.05 0.034
H 1.430 -2.089 -4.455 0.07 0.02 0.06 0.002
H 1.941 -1.356 -2.174 -0.10 -0.04 -0.04 0.078
O 1.005 5.130 1.839 0.05 -0.51 0.23 0.000
C 0.461 5.332 0.662 0.13 0.37 0.11 0.000
O 0.446 6.435 0.150 0.03 -0.04 0.09 0.000
C -0.158 4.174 -0.027 -0.34 -0.25 -0.39 0.002
C -0.873 4.282 -1.211 0.34 -0.04 0.40 0.000
Cl -1.119 5.671 -2.159 -0.03 0.06 -0.22 0.000
N -1.307 3.045 -1.568 0.77 0.72 1.04 0.010
N -0.889 2.131 -0.677 0.00 -0.27 0.42 -0.002
C -0.214 2.778 0.265 -0.40 0.47 -0.89 0.015
C 0.324 2.034 1.435 0.43 0.15 0.88 -0.004
O 0.824 2.683 2.392 -0.28 -0.16 -0.63 0.015
O 0.218 0.789 1.421 -0.37 1.36 0.94 -0.053
C -2.134 2.675 -2.634 -0.75 -0.55 -0.86 0.001
C -1.948 1.428 -3.226 0.20 0.37 0.23 -0.015
C -2.761 1.042 -4.271 -0.22 0.04 -0.25 0.026
C -3.759 1.886 -4.736 0.06 0.05 0.05 0.003
C -3.964 3.111 -4.120 -0.10 -0.10 -0.15 0.004
C -3.170 3.504 -3.062 0.25 -0.06 0.28 0.000
H 0.957 4.125 2.130 -0.10 0.31 -0.25 -0.001
H -1.175 0.777 -2.848 0.11 -0.05 -0.01 0.012
H -2.624 0.075 -4.724 0.11 -0.15 0.00 -0.015
H -4.383 1.590 -5.568 -0.04 -0.06 -0.02 0.000
H -4.758 3.760 -4.456 -0.09 0.08 -0.02 0.001
H -3.359 4.441 -2.564 -0.02 0.03 0.02 0.000
S -2.919 -6.727 0.224 -0.66 -0.07 0.05 0.000
C -1.438 -5.994 0.217 0.12 0.37 0.01 0.001
S -1.307 -4.242 0.323 0.83 -0.98 -0.16 0.020
C 0.476 -4.411 0.191 -1.36 -0.06 0.20 -0.005
N 0.838 -5.642 0.097 1.23 0.05 -0.06 0.005
N -0.189 -6.535 0.114 -1.17 0.92 0.11 -0.001
C 0.189 -7.875 0.007 0.25 -0.83 -0.09 0.000
C 1.542 -8.170 -0.212 -0.05 0.20 -0.01 0.000
C 1.961 -9.480 -0.318 -0.03 -0.20 0.00 0.000
C 1.058 -10.528 -0.208 -0.03 -0.07 -0.01 0.000
C -0.280 -10.238 0.006 0.30 -0.23 -0.04 0.000
C -0.716 -8.933 0.116 -0.16 0.20 0.05 0.000
S 1.516 -3.100 0.199 0.86 0.72 0.21 -0.032
H 2.246 -7.359 -0.298 -0.01 0.03 0.01 0.000
H 3.008 -9.691 -0.492 0.07 0.04 0.00 0.000
H 1.396 -11.553 -0.289 0.00 -0.03 -0.01 0.000
H -0.998 -11.042 0.088 -0.06 -0.02 0.02 0.000
H -1.758 -8.722 0.280 0.05 -0.04 0.00 0.000
Br 6.613 1.178 -0.756 -0.12 -0.01 0.00 0.001
C 4.769 0.707 -0.468 0.28 0.02 0.02 0.015
C 4.444 -0.101 0.601 0.20 -0.01 0.13 -0.003
C 3.116 -0.461 0.777 0.26 0.18 -0.04 0.049
C 2.096 -0.060 -0.090 0.94 0.03 0.10 -0.107
C 2.481 0.804 -1.119 0.01 0.04 0.08 0.098
C 3.802 1.181 -1.330 0.01 0.12 -0.12 -0.015
H 5.212 -0.453 1.279 0.03 0.02 0.00 -0.001
H 2.882 -1.092 1.630 0.06 -0.04 -0.02 -0.004
H 1.735 1.192 -1.807 -0.04 -0.07 -0.07 0.024
H 4.077 1.816 -2.162 -0.01 0.06 0.01 -0.001
```
Positions in Å, forces in eV/Å.

## Properties
multiplicity: 4
total charge: -2
electronic energy: -204413.1469 eV
frontier orbital gap (alpha / beta): 4.038 / 6.094 eV
ΔE to the lowest compared entry with this formula, charge and spin: 0.000 eV

# 6
Here is a cluster of 2 separate species, C2H10NS in total from OMol25. Energies are from the ωB97M-V functional and the def2-TZVPD basis.

```
14
Properties=species:S:1:pos:R:3:forces:R:3:nbo_charge:R:1
N -3.109 0.100 0.443 0.27 0.65 -0.59 -0.879
H -3.289 0.947 1.001 0.37 -0.59 0.38 0.460
H -2.115 -0.182 0.402 0.42 0.41 0.31 0.470
H -3.608 -0.722 0.782 -0.52 0.21 -0.17 0.460
H -3.353 0.402 -0.510 -0.30 -0.71 0.06 0.456
C 2.017 0.938 -0.548 0.48 -0.45 -0.14 -0.622
C 1.847 -0.570 -0.400 -0.03 0.34 0.17 -0.465
S 0.182 -0.949 0.294 0.16 -0.17 -0.07 -0.173
H 1.937 1.412 0.422 -0.44 0.16 0.14 0.220
H 1.309 1.337 -1.270 0.03 0.27 0.05 0.208
H 3.040 1.163 -0.856 -0.12 -0.09 -0.38 0.237
H 1.990 -1.145 -1.318 -0.13 0.25 0.09 0.230
H 2.562 -0.919 0.334 0.02 -0.23 0.10 0.231
H 0.590 -1.814 1.226 -0.21 -0.05 0.05 0.167
```
Positions in Å, forces in eV/Å.

## Properties
total charge: +1
electronic energy: -14554.7351 eV
frontier orbital gap: 8.827 eV
ΔE to the lowest compared entry with this formula, charge and spin: 0.330 eV

Repeat the third record exactly.
Here is a structure of composition C10H3CsN2O9 from OMol25. Energies are from the ωB97M-V functional and the def2-TZVPD basis.

```
25
Properties=species:S:1:pos:R:3:forces:R:3:lowdin_charge:R:1
Cs -0.411 -0.465 -1.494 -1.55 0.30 1.38 1.647
O 3.913 -2.553 -5.880 -0.24 0.15 0.27 0.029
C 3.116 -2.106 -5.061 -0.04 0.02 0.01 -0.307
C 3.345 -1.952 -3.579 0.02 -0.10 -0.12 -0.327
O 4.377 -2.256 -2.976 -0.30 0.11 -0.14 0.010
C 2.106 -1.387 -3.001 0.42 -0.14 -0.39 -0.395
C 1.137 -1.172 -4.067 0.36 -0.12 -0.39 -0.397
O -0.014 -0.685 -3.911 0.41 -0.18 -2.17 -0.359
C 1.721 -1.614 -5.352 0.06 -0.16 -0.04 -0.326
O 1.176 -1.606 -6.458 0.17 0.05 0.35 0.012
O 1.913 -1.122 -1.784 2.33 -0.63 -0.33 -0.376
O -3.895 1.580 4.076 -0.15 -0.14 -0.30 0.081
C -2.684 1.850 4.494 0.25 -0.23 -0.18 -0.535
O -2.459 2.380 5.567 -0.10 0.08 0.05 0.037
C -1.534 1.447 3.622 -0.19 0.01 0.04 -0.067
C -0.232 1.577 4.042 0.07 -0.03 -0.01 -0.042
N 0.542 1.102 3.053 0.24 -0.12 -0.15 -0.016
N -0.159 0.665 1.993 -0.20 0.21 0.31 0.112
C -1.429 0.871 2.323 0.27 -0.01 -0.12 -0.143
C -2.510 0.522 1.322 -0.16 0.20 0.42 -0.616
O -3.692 0.587 1.771 -0.27 -0.02 0.07 -0.016
O -2.141 0.225 0.186 -1.58 0.49 1.25 -0.343
H -3.893 1.122 3.121 0.42 0.19 0.13 0.062
H 0.161 1.968 4.963 0.02 0.02 0.06 0.123
H 1.548 1.019 3.032 -0.25 0.04 0.00 0.153
```
Positions in Å, forces in eV/Å.

## Properties
total charge: -2
electronic energy: -32376.4150 eV
frontier orbital gap (alpha / beta): 4.780 / 4.779 eV